The following is a DFT calculation (ωB97M-V/def2-TZVPD) of one molecule with the formula C19H21N3O3S2 in a non-equilibrium geometry.

Output
HOMO: -7.9662 eV
DFT total energy: -1922.99679 Eh
gap between HOMO and LUMO: 8.264 eV

Each line ends with the natural charge from an NBO analysis.
Cartesian coordinates (Å):
C (4.223, 2.095, -2.432)  -0.37
C (2.907, 2.125, -2.351)  -0.20
C (2.146, 2.148, -1.060)  -0.28
N (1.169, 1.070, -1.002)  -0.43
C (1.555, -0.195, -0.715)  0.34
N (0.756, -1.222, -0.725)  -0.59
C (-0.537, -0.973, -1.002)  0.06
C (-1.073, 0.283, -1.240)  -0.27
C (-2.488, 0.225, -1.457)  0.00
C (-2.949, -1.057, -1.397)  -0.41
S (-1.724, -2.227, -1.071)  0.45
H (-3.961, -1.387, -1.513)  0.24
C (-3.356, 1.359, -1.689)  0.24
C (-4.525, 1.443, -2.406)  -0.29
C (-4.962, 2.779, -2.286)  -0.32
C (-4.038, 3.402, -1.501)  0.10
O (-3.073, 2.554, -1.136)  -0.37
H (-3.965, 4.411, -1.146)  0.20
H (-5.838, 3.213, -2.723)  0.23
H (-4.992, 0.656, -2.962)  0.23
C (-0.175, 1.410, -1.322)  0.67
O (-0.440, 2.546, -1.639)  -0.58
S (3.233, -0.457, -0.301)  0.31
C (3.273, -2.245, 0.040)  -0.61
H (2.626, -2.734, -0.685)  0.26
H (4.315, -2.531, -0.103)  0.26
C (2.862, -2.539, 1.484)  0.66
O (3.679, -2.708, 2.363)  -0.62
N (1.531, -2.607, 1.649)  -0.63
H (0.944, -2.366, 0.859)  0.42
C (0.913, -2.734, 2.948)  -0.23
C (0.609, -1.375, 3.588)  -0.40
C (-0.281, -0.466, 2.739)  -0.40
C (-1.672, -1.037, 2.490)  -0.62
H (-1.626, -1.957, 1.913)  0.20
H (-2.170, -1.248, 3.434)  0.20
H (-2.278, -0.322, 1.936)  0.22
H (0.208, -0.265, 1.783)  0.19
H (-0.381, 0.492, 3.254)  0.21
H (0.130, -1.552, 4.553)  0.20
H (1.557, -0.866, 3.772)  0.21
H (1.615, -3.277, 3.587)  0.23
H (0.001, -3.324, 2.840)  0.19
H (2.821, 2.066, -0.204)  0.22
H (1.569, 3.077, -0.994)  0.27
H (2.289, 2.145, -3.239)  0.21
H (4.732, 2.100, -3.380)  0.21
H (4.843, 2.074, -1.552)  0.19

Forces on atoms 1 to 2 (eV/Å):
C 0.037 0.062 -0.078
C -0.169 0.046 0.052

The following is a DFT calculation (ωB97M-V/def2-TZVPD) of one molecule with the formula C29H24N4O2S.

Output
HOMO: -7.8974 eV
DFT total energy: -1887.24555 Eh
gap between HOMO and LUMO: 8.218 eV

Each line ends with the natural charge from an NBO analysis.
Cartesian coordinates (Å):
C (2.905, -2.213, -0.681)  -0.42
N (1.593, -1.787, -1.067)  -0.35
C (0.382, -1.967, -0.454)  0.33
N (-0.526, -1.245, -1.073)  -0.34
N (0.052, -0.595, -2.089)  -0.32
C (1.317, -0.913, -2.075)  0.19
S (2.524, -0.174, -3.089)  0.28
C (1.908, 1.531, -2.889)  -0.62
C (1.546, 1.718, -1.417)  0.70
O (2.155, 1.135, -0.541)  -0.63
N (0.467, 2.499, -1.191)  -0.52
C (-0.128, 3.310, -2.194)  0.21
C (0.558, 4.410, -2.688)  -0.23
C (-0.035, 5.214, -3.645)  -0.22
C (-1.309, 4.918, -4.099)  -0.20
C (-1.989, 3.820, -3.601)  -0.19
C (-1.408, 2.998, -2.646)  -0.04
C (-2.089, 1.798, -2.073)  -0.44
C (-2.511, 2.041, -0.623)  -0.41
C (-1.430, 2.339, 0.386)  -0.04
C (-1.846, 2.399, 1.716)  -0.19
C (-0.978, 2.684, 2.749)  -0.20
C (0.354, 2.940, 2.470)  -0.22
C (0.792, 2.892, 1.162)  -0.20
C (-0.082, 2.579, 0.124)  0.20
H (1.827, 3.087, 0.933)  0.22
H (1.047, 3.176, 3.262)  0.21
H (-1.338, 2.709, 3.766)  0.21
H (-2.886, 2.203, 1.934)  0.21
H (-3.054, 1.160, -0.272)  0.23
H (-3.215, 2.882, -0.603)  0.21
H (-2.981, 1.565, -2.657)  0.21
H (-1.418, 0.937, -2.120)  0.26
H (-2.981, 3.590, -3.962)  0.21
H (-1.775, 5.546, -4.844)  0.22
H (0.495, 6.071, -4.031)  0.22
H (1.548, 4.632, -2.317)  0.22
H (1.053, 1.678, -3.547)  0.25
H (2.729, 2.185, -3.182)  0.25
C (0.096, -2.750, 0.732)  -0.10
C (0.836, -3.856, 1.083)  -0.18
C (0.584, -4.566, 2.270)  -0.02
C (1.340, -5.699, 2.639)  -0.18
C (1.082, -6.357, 3.808)  -0.23
C (0.056, -5.912, 4.658)  -0.20
C (-0.696, -4.822, 4.326)  -0.19
C (-0.458, -4.119, 3.125)  -0.05
C (-1.229, -3.011, 2.739)  -0.25
C (-0.994, -2.340, 1.562)  0.34
O (-1.797, -1.314, 1.234)  -0.68
H (-1.568, -0.999, 0.331)  0.51
H (-2.043, -2.679, 3.365)  0.22
H (-1.488, -4.479, 4.976)  0.21
H (-0.133, -6.444, 5.579)  0.21
H (1.665, -7.223, 4.087)  0.21
H (2.129, -6.035, 1.980)  0.20
H (1.613, -4.222, 0.429)  0.20
H (2.947, -2.319, 0.402)  0.23
H (3.167, -3.159, -1.160)  0.20
H (3.614, -1.447, -0.998)  0.24

Forces on atoms 1 to 2 (eV/Å):
C 0.583 -0.173 0.224
N -0.818 0.274 -0.227

The following is a DFT calculation (ωB97M-V/def2-TZVPD) of C4H9NOS as an isolated structure in a non-equilibrium geometry.

Output
HOMO: -8.7737 eV
DFT total energy: -685.94881 Eh
gap between HOMO and LUMO: 9.578 eV

Each line ends with the natural charge from an NBO analysis.
Cartesian coordinates (Å):
C (-0.859, -0.663, 0.215)  -0.07
C (-1.715, -0.005, -0.878)  -0.50
C (0.024, 0.572, 0.592)  -0.29
C (1.541, 0.515, 0.617)  -0.09
H (0.398, -1.454, -1.132)  0.35
H (-0.625, -2.573, -0.380)  0.36
H (-1.448, -1.010, 1.068)  0.20
H (-1.846, -0.548, -1.853)  0.22
H (-2.611, 0.423, -0.516)  0.21
H (-0.391, 1.152, 1.455)  0.23
H (1.813, 0.048, -0.370)  0.17
H (1.953, -0.207, 1.351)  0.20
H (2.141, 2.351, 0.163)  0.47
N (-0.017, -1.755, -0.201)  -0.82
O (2.109, 1.790, 0.935)  -0.71
S (-0.467, 1.364, -1.065)  0.08

Forces on atoms 1 to 2 (eV/Å):
C 0.326 0.084 0.887
C 1.520 0.097 -1.313